Here is a 2-piece molecular cluster, C5H14NO2 overall at a distorted geometry from OMol25. Energies are from ωB97M-V with the def2-TZVPD basis set.

Values from the calculation:
HOMO	-0.1221	hartree
frontier orbital gap	0.2683	Ha
molecular weight	120.2	Da
LUMO energy	4.0	eV
maximum force	0.019	hartree/bohr

Geometry as ORCA input:
```
! wB97M-V def2-TZVPD RIJCOSX def2/J DEFGRID3
* xyz -1 1
C -1.51 0.70 0.15
C -0.42 0.64 -0.92
C 0.07 -0.81 -1.10
C 1.19 -1.27 -0.16
C 0.85 -1.63 1.31
O 0.18 -0.70 2.06
N -0.87 1.22 -2.17
H -1.14 0.26 1.07
H -1.76 1.75 0.33
H -2.46 0.23 -0.20
H 0.39 1.23 -0.48
H -0.81 -1.44 -1.01
H 0.41 -0.97 -2.11
H 1.93 -0.45 -0.12
H 1.67 -2.16 -0.56
H 0.34 -2.62 1.25
H 1.89 -1.87 1.70
H -0.59 2.18 -2.34
H -1.87 1.17 -2.29
H 0.82 0.68 1.96
H 0.48 2.20 1.65
O 1.21 1.64 1.95
*
```


Here is a 2-piece molecular cluster, C5H14NO2 overall at a distorted geometry from OMol25. Energies are from ωB97M-V with the def2-TZVPD basis set.

Values from the calculation:
HOMO	-0.1251	hartree
frontier orbital gap	0.2685	Ha
molecular weight	120.2	Da
LUMO energy	3.9	eV
maximum force	0.099	hartree/bohr

Geometry as ORCA input:
```
! wB97M-V def2-TZVPD RIJCOSX def2/J DEFGRID3
* xyz -1 1
C -1.65 0.82 1.98
C -0.74 0.30 0.90
C -1.35 -0.70 -0.09
C -1.48 -2.07 0.65
N -0.38 1.56 0.10
C 1.02 1.33 -0.45
O 1.09 0.25 -1.20
H -2.43 1.52 1.68
H -2.28 -0.05 2.50
H -1.15 1.35 2.75
H 0.15 -0.10 1.43
H -2.27 -0.44 -0.44
H -0.61 -0.89 -0.98
H -2.23 -2.59 0.01
H -1.87 -2.29 1.68
H -0.60 -2.71 0.59
H -0.97 1.48 -0.92
H 1.31 2.40 -0.85
H 1.76 1.26 0.37
H 2.31 -0.78 -1.20
H 3.23 -0.56 -2.44
O 3.10 -1.09 -1.65
*
```


Here is a 2-piece molecular cluster, C5H14NO2 overall at a distorted geometry from OMol25. Energies are from ωB97M-V with the def2-TZVPD basis set.

Values from the calculation:
HOMO	-0.5194	hartree
frontier orbital gap	0.2498	Ha
molecular weight	120.2	Da
LUMO energy	-7.3	eV
maximum force	0.070	hartree/bohr

Geometry as ORCA input:
```
! wB97M-V def2-TZVPD RIJCOSX def2/J DEFGRID3
* xyz 1 1
C 2.75 0.30 -0.42
O 3.30 0.37 0.90
C 1.44 -0.43 -0.30
C 0.54 -0.05 0.89
C -0.87 -0.39 0.69
C -1.83 0.73 0.36
N -3.26 0.55 0.39
H 2.60 1.35 -0.72
H 3.41 -0.27 -1.09
H 4.25 0.21 0.91
H 0.87 -0.43 -1.23
H 1.55 -1.54 -0.30
H 0.88 -0.59 1.78
H 0.57 1.02 1.14
H -1.30 -1.23 1.24
H -1.45 1.19 -0.58
H -3.61 -0.37 0.13
H -1.63 1.45 1.17
H -3.66 0.79 1.28
H -1.66 -0.57 -1.31
H -2.66 -0.82 -2.48
O -1.77 -1.01 -2.16
*
```


Here is a 2-piece molecular cluster, C5H14NOP overall at a distorted geometry from OMol25. Energies are from ωB97M-V with the def2-TZVPD basis set.

Values from the calculation:
HOMO (alpha / beta)	-0.3308 / -0.2866	hartree
frontier orbital gap (alpha / beta)	0.3223 / 0.2820	Ha
molecular weight	135.1	Da
LUMO energy (alpha / beta)	-0.2 / -0.1	eV
maximum force	0.075	hartree/bohr

Geometry as ORCA input:
```
! wB97M-V def2-TZVPD RIJCOSX def2/J DEFGRID3
* xyz 0 1
C 3.07 0.29 0.97
C -1.74 0.11 1.49
C -1.52 -1.52 -2.26
C 1.54 1.60 -0.96
C -0.45 0.43 2.30
N -1.02 -1.85 -0.99
O 0.62 1.11 1.52
P 1.40 0.22 0.32
H 3.01 0.39 2.09
H 3.89 -0.06 0.35
H -1.47 -0.62 0.65
H -2.34 -0.36 2.32
H -2.38 0.88 0.97
H -0.63 -1.18 -2.98
H -2.23 -2.19 -2.77
H -1.99 -0.56 -1.91
H 0.71 1.66 -1.71
H 1.60 2.52 -0.46
H 2.43 1.54 -1.61
H -0.12 -0.53 2.70
H -0.46 1.10 3.18
H 0.04 -1.90 -0.93
*
```


Here is a 2-piece molecular cluster, C5H14NS overall from OMol25. Energies are from ωB97M-V with the def2-TZVPD basis set.

Values from the calculation:
HOMO	-0.0847	hartree
frontier orbital gap	0.2332	Ha
molecular weight	120.2	Da
LUMO energy	4.0	eV
maximum force	0.010	hartree/bohr

Geometry as ORCA input:
```
! wB97M-V def2-TZVPD RIJCOSX def2/J DEFGRID3
* xyz -1 1
C -3.52 0.38 -0.45
C -2.77 -0.02 0.82
S -1.25 -0.95 0.47
H -3.77 -0.51 -1.02
H -2.81 0.97 -1.04
H -4.40 1.01 -0.26
H -3.42 -0.60 1.48
H -2.52 0.90 1.38
C 2.29 -0.48 1.65
C 2.15 -0.71 0.16
N 1.91 0.56 -0.50
C 1.22 0.52 -1.77
H 2.56 -1.39 2.19
H 1.30 -0.15 1.97
H 3.01 0.30 1.90
H 1.27 -1.34 0.00
H 3.01 -1.24 -0.30
H 2.69 1.19 -0.43
H 1.00 1.56 -2.05
H 1.75 0.01 -2.60
H 0.28 -0.01 -1.61
*
```


Here is a 2-piece molecular cluster, C5H14NS overall at a distorted geometry from OMol25. Energies are from ωB97M-V with the def2-TZVPD basis set.

Values from the calculation:
HOMO (alpha / beta)	-0.4697 / -0.4697	hartree
frontier orbital gap (alpha / beta)	0.3162 / 0.3163	Ha
molecular weight	120.2	Da
LUMO energy (alpha / beta)	-4.2 / -4.2	eV
maximum force	0.106	hartree/bohr

Geometry as ORCA input:
```
! wB97M-V def2-TZVPD RIJCOSX def2/J DEFGRID3
* xyz 1 1
C 2.63 -1.20 0.23
C -2.78 0.06 -0.24
C 0.57 0.78 -1.56
C 1.42 0.94 1.31
C -0.29 -1.26 0.20
N -1.57 0.37 0.39
S 1.22 -0.23 -0.06
H 3.58 -0.50 0.21
H 2.70 -2.06 -0.34
H -3.28 0.98 -0.37
H -2.54 -0.32 -1.27
H -3.49 -0.68 0.25
H -0.38 1.34 -1.37
H 0.78 0.14 -2.46
H 1.36 1.66 -1.63
H 1.67 1.91 1.03
H 2.12 0.41 1.94
H 0.34 1.09 1.65
H -0.37 -1.71 1.23
H -0.50 -1.76 -0.74
H -1.65 0.37 1.49
*
```